Molecular formula: C78H168N8O10
Method: DFT, ωB97M-V/def2-TZVPD

The geometry in XYZ format:
```
264
Properties=species:S:1:pos:R:3:forces:R:3
C 5.870304 -6.254749 -5.822414 0.102 0.546 -0.670
C 6.374604 -5.161399 -4.907354 -4.306 1.212 0.152
C 5.195794 -4.279659 -4.354954 -0.704 -0.426 -0.281
O 6.995634 -5.777049 -3.826584 1.639 0.650 -0.338
H 5.172974 -6.943359 -5.345284 0.004 0.191 0.057
H 6.730774 -6.813289 -6.190814 -0.009 -0.197 -0.106
H 5.422514 -5.742989 -6.674294 -0.307 -0.372 -0.234
H 6.893554 -4.438509 -5.536814 1.286 -0.193 0.398
H 4.918354 -3.444389 -4.997954 0.561 0.203 -0.160
H 5.318334 -3.900239 -3.340494 0.583 -0.022 -0.102
H 4.241214 -4.804889 -4.323194 0.069 -0.626 0.111
H 7.801494 -5.919129 -4.328574 1.082 -0.962 1.175
C 0.610784 -0.209939 -1.115294 -0.683 0.000 -0.110
C 0.282474 -0.292999 0.398806 -0.546 0.807 -0.212
C -1.101706 -0.814029 0.911666 -0.221 -1.393 -1.226
O 1.314034 -1.080889 0.945936 0.374 -0.304 0.320
H 1.588464 0.198241 -1.371484 0.104 0.589 0.789
H -0.111326 0.366361 -1.693684 -0.162 -0.205 0.009
H 0.736014 -1.202069 -1.548994 -0.746 -0.401 -0.021
H 0.353274 0.710251 0.819006 0.367 0.169 -0.028
H -1.805886 -1.150039 0.150526 0.089 0.491 -0.794
H -1.736976 -0.211059 1.560486 0.729 0.350 0.199
H -0.935746 -1.799679 1.346466 0.314 0.239 0.703
H 1.682464 -1.518379 0.174916 0.381 -0.340 0.372
C -2.359546 5.799091 -3.889094 -0.647 -0.552 -0.862
C -3.711146 5.582101 -4.600384 -0.822 1.486 -0.247
C -4.753536 5.676241 -3.454434 -0.198 0.279 0.759
C -6.208066 5.850111 -3.813514 0.540 1.094 -2.203
C -6.283746 6.996131 -4.841054 -0.308 -0.752 0.340
C -5.332256 6.997331 -6.049774 0.689 -2.882 0.176
N -3.965146 6.703931 -5.589464 -0.794 0.284 3.457
O -2.926626 6.895551 -6.499384 -0.277 -0.120 -0.412
C -5.681526 5.902961 -7.176374 -0.956 2.018 0.284
C -5.415996 8.388341 -6.517384 0.695 1.611 -2.089
C -3.757596 4.243421 -5.284324 -0.214 -0.106 0.481
H -2.369406 6.722311 -3.309724 0.012 -0.197 0.125
H -1.514716 5.819481 -4.577534 -0.049 -0.150 -0.010
H -2.345776 4.888201 -3.290604 0.757 0.328 0.549
H -4.802176 4.813971 -2.789434 1.035 -0.393 -0.093
H -4.411266 6.505071 -2.834774 -0.254 0.196 0.129
H -6.841066 6.171551 -2.986424 0.079 -0.610 0.184
H -6.541666 4.938351 -4.309004 -0.448 -0.167 0.339
H -6.095696 7.914631 -4.285094 -0.030 0.129 -0.044
H -7.292996 7.045721 -5.249774 -0.140 0.200 -0.036
H -6.561796 5.352661 -6.844104 0.233 -0.466 -0.135
H -6.001666 6.488101 -8.038474 -0.186 -0.156 -0.276
H -4.856426 5.287031 -7.534054 -0.068 0.047 0.553
H -4.735686 8.493421 -7.362514 0.338 0.291 -0.042
H -6.357956 8.703001 -6.966604 -0.409 -0.445 0.312
H -5.164076 9.137301 -5.766594 0.147 -0.222 0.133
H -3.490476 3.485251 -4.548174 0.740 -0.206 -0.313
H -3.097626 4.377721 -6.141364 -0.048 -0.945 -0.128
H -4.776836 3.944771 -5.529394 0.035 0.318 -0.575
H -2.672596 7.783661 -6.237974 0.551 0.074 -0.356
C 11.224144 -3.901299 6.388846 -0.801 1.014 0.752
C 10.690164 -3.085119 5.190086 1.465 -0.718 -1.980
C 11.838864 -3.073439 4.112476 0.390 -0.885 0.109
C 11.399804 -2.910259 2.668436 1.784 -0.151 0.714
C 10.399654 -3.951329 2.264956 0.252 1.234 -0.638
C 9.210694 -4.049739 3.152616 -0.775 0.223 0.438
N 9.591234 -3.878679 4.574776 0.825 -0.774 -0.899
O 8.439064 -4.010399 5.334126 -0.055 0.332 0.823
C 8.185344 -2.949319 2.622926 0.552 -1.309 0.359
C 8.673624 -5.496809 3.001046 -0.824 0.112 -0.676
C 10.354294 -1.612129 5.430276 -0.784 -0.875 0.707
H 10.362794 -4.020779 7.046036 0.146 -0.154 0.358
H 11.996574 -3.354379 6.929526 -0.059 0.344 0.065
H 11.661294 -4.887039 6.229746 -0.348 0.065 -0.805
H 12.682954 -2.400849 4.264856 -0.495 0.762 0.725
H 12.389384 -4.005419 4.240706 -0.349 -0.583 -0.345
H 12.276784 -3.104659 2.051006 0.297 -0.040 -0.045
H 11.256594 -1.849459 2.462776 -1.079 -0.023 -0.101
H 10.869724 -4.933029 2.206576 0.233 0.188 -0.340
H 10.055274 -3.540759 1.315786 -0.089 -1.065 -0.521
H 8.003634 -3.195649 1.576786 -0.155 0.093 0.001
H 7.220104 -2.978909 3.128426 0.036 0.199 0.124
H 8.654624 -1.966269 2.661446 -0.156 0.057 0.135
H 9.430454 -6.272059 3.120656 0.167 0.284 0.969
H 7.762444 -5.671519 3.573176 0.358 -0.127 0.393
H 8.376344 -5.756039 1.984916 -0.182 0.743 -0.509
H 9.914294 -1.255399 4.499016 0.386 0.471 0.012
H 11.237984 -1.074449 5.773906 -0.123 0.172 -0.283
H 9.578184 -1.516329 6.189596 -0.053 0.097 0.182
H 7.936374 -3.225169 5.105416 -0.568 0.315 0.274
C 1.053024 -2.524799 7.618286 0.181 -0.617 -0.140
C 0.096644 -2.229559 8.759606 -1.439 1.448 0.514
C -1.376456 -2.073019 8.225386 0.612 1.129 -0.194
C -2.433376 -1.929129 9.301436 0.466 -0.979 -0.347
C -2.425046 -3.261579 10.009956 -0.378 0.168 1.705
C -1.031806 -3.627859 10.643906 0.227 -1.076 0.683
N 0.075674 -3.343089 9.724176 -1.185 -0.050 -1.997
O 1.330684 -3.492569 10.278766 0.673 -0.108 0.931
C -0.848026 -2.845639 12.008166 -0.943 -0.767 -0.371
C -0.958236 -5.230049 10.863926 -0.241 0.319 0.081
C 0.591484 -0.878989 9.401356 -0.131 -1.264 0.072
H 0.664364 -3.364819 7.042606 0.114 -0.037 -0.172
H 2.043504 -2.786089 7.990826 -0.067 -0.161 0.184
H 1.244824 -1.682439 6.953636 -0.474 0.163 0.038
H -1.566496 -1.188779 7.617016 1.110 0.368 -0.292
H -1.645926 -2.865559 7.527266 0.090 -0.516 0.318
H -3.352486 -1.755479 8.741806 -0.356 -0.039 0.458
H -2.279756 -1.101179 9.993526 0.224 0.117 -0.173
H -2.953596 -3.981229 9.384776 0.841 -0.500 -0.212
H -3.066876 -3.209929 10.889446 -0.225 -0.018 0.169
H -1.007296 -1.772119 11.906736 0.677 0.083 -0.339
H -1.649826 -3.078859 12.708756 -0.152 -0.584 -0.023
H 0.078314 -3.130269 12.507146 0.113 0.397 -0.283
H -1.114156 -5.749349 9.918346 0.104 0.313 -0.253
H -0.049896 -5.649639 11.296326 0.698 0.753 -0.270
H -1.641926 -5.738859 11.543466 -0.861 0.849 0.172
H 1.651604 -1.055889 9.582866 0.163 0.565 -0.248
H 0.189014 -0.677749 10.394146 -0.399 0.048 -0.194
H 0.368894 -0.072379 8.702836 0.346 0.122 0.177
H 1.597814 -4.370929 9.998206 0.212 -0.125 0.000
C -8.646166 -1.923199 -4.850404 0.051 0.063 -0.942
C -9.590826 -1.156479 -3.920324 -0.656 -0.349 -0.372
C -11.057506 -1.810379 -4.066274 1.508 1.045 2.576
C -11.160026 -3.119439 -3.295934 -0.157 0.037 -0.358
C -10.638116 -2.980079 -1.819324 -1.148 -1.429 -2.266
C -9.267346 -2.439639 -1.690014 1.559 -0.763 -1.852
N -9.162126 -1.203709 -2.486244 -2.050 -0.130 0.052
O -8.028546 -0.425009 -2.175874 -0.119 -0.244 -0.306
C -9.149156 -2.263289 -0.218114 1.009 1.596 1.669
C -8.225176 -3.543799 -2.121144 0.275 0.408 1.112
C -9.798276 0.311821 -4.420284 0.621 -0.599 0.312
H -7.583886 -1.860879 -4.614214 -0.106 -0.212 0.515
H -8.669466 -1.544729 -5.872324 -0.332 0.439 -0.114
H -8.992556 -2.945909 -4.999364 0.423 -0.241 0.467
H -11.623456 -1.139919 -3.419514 -0.587 0.503 -0.560
H -11.375416 -1.760189 -5.107674 0.006 -0.296 0.159
H -10.690766 -3.883399 -3.915814 0.640 -0.362 0.567
H -12.190386 -3.474649 -3.278734 -0.239 0.227 0.167
H -10.539686 -4.011399 -1.480514 -0.456 -0.015 0.465
H -11.309786 -2.420839 -1.168004 -0.318 -0.059 -0.329
H -9.809366 -1.472189 0.137386 -0.840 -0.366 -0.026
H -9.301506 -3.218099 0.285106 -0.347 0.198 0.020
H -8.238676 -1.845609 0.211626 0.787 -0.398 -0.639
H -8.098696 -4.239559 -1.291674 -0.135 -0.072 0.235
H -8.427146 -4.204649 -2.964104 -0.160 0.675 -0.365
H -7.261036 -3.037469 -2.167554 0.124 -0.142 -0.547
H -10.611176 0.329321 -5.146224 0.000 -0.039 0.004
H -8.908796 0.669911 -4.938644 0.076 0.159 0.207
H -10.056866 0.991311 -3.608174 0.027 -0.064 0.035
H -8.476466 0.225681 -1.630374 0.551 0.439 0.113
C -3.099276 7.555161 4.094716 -0.773 0.462 -0.279
C -3.999016 6.441251 4.706856 1.130 1.375 -0.608
C -3.525726 6.201851 6.146916 -1.374 -1.087 0.811
C -4.480476 5.253381 6.969176 -0.914 1.513 -1.098
C -5.906456 5.913941 6.919226 1.739 0.667 1.798
C -6.525206 6.308591 5.579706 1.582 1.956 0.808
N -5.447356 6.965651 4.700246 1.038 -0.763 2.155
O -5.913136 7.119371 3.409316 -0.431 -0.706 -1.157
C -7.232016 5.162371 5.020116 -1.384 -0.516 -2.341
C -7.593336 7.409011 5.906856 0.141 -0.589 -0.049
C -3.632016 5.289191 3.791166 -1.356 -0.783 -0.574
H -3.207486 8.506341 4.615916 0.388 -0.036 0.217
H -3.363926 7.754821 3.056356 -0.567 -0.026 -0.106
H -2.078356 7.204121 3.944396 0.153 0.218 0.877
H -2.513806 5.808661 6.244426 0.118 0.020 -0.660
H -3.529256 7.127421 6.722606 -0.050 0.290 -0.207
H -4.096636 5.315411 7.987466 -0.279 -0.459 0.108
H -4.582286 4.219881 6.638076 0.574 -0.037 -0.141
H -5.792556 6.795801 7.549656 0.321 0.777 -0.390
H -6.577516 5.421141 7.622736 -0.519 -0.813 -0.760
H -8.017856 4.858461 5.711616 0.285 -0.525 0.021
H -7.765486 5.553451 4.153756 -0.312 -0.072 -0.212
H -6.652906 4.369321 4.547046 0.290 -0.302 0.806
H -8.390866 7.457971 5.165476 0.110 -0.050 -0.186
H -8.057126 7.091521 6.840776 -0.187 0.185 0.084
H -7.192436 8.414131 6.037686 0.311 -0.201 0.041
H -3.895936 4.343791 4.265156 0.197 -0.296 -0.395
H -2.622786 5.309981 3.379906 0.331 -0.160 0.955
H -4.161656 5.421351 2.847706 -0.693 -0.272 0.100
H -5.985916 8.056961 3.216366 0.132 0.225 0.380
C 7.158344 5.955071 1.402036 -1.486 1.419 -0.669
C 5.780594 5.586721 0.635816 2.167 -1.489 1.615
C 4.518504 6.414901 1.104966 1.045 0.234 -0.084
C 4.506764 7.829221 0.575426 -0.048 -0.026 -1.565
C 4.635684 7.795631 -0.978714 1.844 -0.297 1.095
C 5.896814 7.034751 -1.546014 -0.677 0.346 1.088
N 6.007984 5.663071 -0.843194 -3.248 1.887 0.015
O 7.026124 4.864961 -1.302694 1.225 -0.140 -0.056
C 5.586594 6.926931 -3.056764 0.670 -1.828 0.230
C 7.097024 7.989031 -1.338874 -0.668 0.350 0.396
C 5.605784 4.088481 1.195456 -1.122 0.748 -2.325
H 7.910624 5.166421 1.416356 -0.275 -0.007 -0.395
H 6.957024 6.237881 2.435276 -0.100 -0.076 0.117
H 7.524414 6.847841 0.895026 0.515 -0.079 0.264
H 3.566384 5.956911 0.837026 0.217 -0.532 -0.062
H 4.575264 6.528471 2.187546 -0.073 -0.616 0.155
H 5.257864 8.417131 1.102996 0.319 0.114 -0.417
H 3.569194 8.364621 0.725106 -0.204 -0.254 0.522
H 4.854004 8.818101 -1.286914 -0.780 0.100 -0.439
H 3.748124 7.350611 -1.428494 -0.120 0.321 0.100
H 5.682384 7.837211 -3.648634 -0.042 0.137 0.471
H 6.280554 6.199121 -3.477264 0.323 0.100 -0.292
H 4.616664 6.460921 -3.230424 -0.215 0.239 0.125
H 6.925684 8.881411 -1.940864 0.464 -0.336 -0.971
H 7.004894 8.526151 -0.394884 0.353 -0.725 0.688
H 8.078724 7.529811 -1.454914 -0.101 0.189 -0.136
H 4.816834 3.663671 0.574816 -0.585 -0.215 0.312
H 5.306274 4.081951 2.243486 0.178 0.116 -0.111
H 6.425714 3.403371 0.979986 0.433 0.529 0.330
H 6.610314 4.324911 -1.978744 -0.016 -0.216 -0.001
C 1.556474 -8.893889 3.306366 -1.314 -0.078 0.394
C 0.446934 -9.504879 2.483876 1.845 -2.066 -1.391
C 1.110194 -9.763469 1.109656 -1.645 1.735 -1.010
C 0.272234 -10.608369 0.148986 0.569 -0.030 0.998
C 0.014434 -11.899399 0.871636 0.033 -1.169 0.761
C -0.611676 -11.820239 2.309306 0.419 -2.604 -0.954
N 0.221604 -10.917749 3.101016 0.543 2.248 -2.887
O -0.207386 -10.719419 4.388796 -0.727 -0.618 1.495
C -2.041846 -11.432549 2.162916 -1.874 1.624 0.443
C -0.464456 -13.292409 2.975386 0.116 1.283 -0.661
C -0.675736 -8.465809 2.356676 0.457 -0.593 1.070
H 2.315464 -9.675289 3.344446 0.292 0.532 0.725
H 0.964394 -8.671809 4.194186 1.147 -0.016 0.935
H 1.875584 -7.934639 2.898806 0.284 -0.277 -0.193
H 0.942374 -8.758719 0.721826 0.967 0.376 -0.478
H 2.181104 -9.961459 1.064436 -0.139 -0.350 0.534
H 0.876694 -10.829399 -0.730714 -0.323 0.198 -0.280
H -0.606906 -10.012809 -0.097014 -0.195 -0.391 -0.304
H 0.992984 -12.367969 0.976416 0.248 -0.051 0.199
H -0.546626 -12.643719 0.306566 -0.377 0.155 -0.106
H -2.780876 -11.957199 1.557376 0.730 -1.094 -0.138
H -2.544636 -11.320369 3.123506 0.144 0.021 0.277
H -2.129096 -10.453259 1.692316 0.269 0.294 0.162
H -0.990446 -14.135739 2.527926 -0.590 0.514 -0.505
H 0.574764 -13.596369 2.849936 0.218 0.243 0.604
H -0.805396 -13.251059 4.009866 0.365 0.021 0.087
H -1.164186 -8.506539 1.383096 -0.490 0.071 0.476
H -0.234206 -7.484959 2.532946 0.169 0.109 -0.574
H -1.260596 -8.569659 3.270596 -0.933 -0.220 -0.456
H 0.490034 -11.204739 4.835636 -0.207 0.141 0.776
C 3.664004 3.145431 -12.522044 0.648 -0.008 0.928
C 2.684924 3.097641 -11.341324 -0.547 -0.048 0.379
C 1.286874 3.419771 -11.975794 1.493 0.005 -1.124
C 0.080874 3.110061 -11.196374 0.059 -0.085 1.085
C 0.058624 1.631911 -10.831294 0.896 0.064 0.895
C 1.483034 1.139111 -10.123434 0.092 0.142 -0.980
N 2.705464 1.716141 -10.840144 -4.893 0.232 -1.451
O 3.905084 1.243261 -10.403454 1.045 -0.281 0.204
C 1.572334 1.521961 -8.665704 -1.373 0.030 0.073
C 1.452894 -0.429669 -10.246744 -0.240 1.185 -0.615
C 3.033104 4.172101 -10.281204 -0.501 -0.068 -0.970
H 3.514914 4.039211 -13.127884 -0.141 -0.285 -0.280
H 4.693404 3.182601 -12.165584 0.125 0.109 0.126
H 3.580194 2.182791 -13.026414 -0.269 0.353 -0.626
H 1.304154 4.453051 -12.322394 0.133 0.308 0.367
H 1.225754 2.892961 -12.928074 0.085 -0.465 -0.095
H 0.117704 3.640181 -10.244684 0.032 0.234 0.213
H -0.797706 3.530361 -11.685804 -0.248 -0.550 -0.148
H -0.257026 0.950881 -11.621644 0.661 0.117 -0.488
H -0.795396 1.558471 -10.157974 0.364 -0.493 0.777
H 0.733834 0.975721 -8.233674 0.294 -0.215 0.803
H 1.327494 2.567641 -8.479424 0.288 0.110 -0.116
H 2.543894 1.269501 -8.240924 -0.186 -0.100 0.054
H 0.444044 -0.765959 -10.007444 -0.021 -0.002 0.245
H 2.158334 -0.993879 -9.636744 0.170 0.313 -0.072
H 1.573954 -0.632229 -11.310884 0.284 -0.323 0.009
H 4.080754 4.082271 -9.994024 -0.133 0.220 0.162
H 2.806304 5.094721 -10.815484 0.648 0.450 0.205
H 2.360824 4.200141 -9.423694 0.185 -0.388 0.066
H 4.138514 0.829571 -11.237704 1.045 -0.559 0.383
```
Positions in Å, forces in eV/Å.

Results
Orbital gap (eV): 8.08
HOMO level (hartree): -0.2897
SMILES: CC1(C)CCCC(C)(C)N1O.CC1(C)CCCC(C)(C)N1O.CC1(C)CCCC(C)(C)N1O.CC1(C)CCCC(C)(C)N1O.CC1(C)CCCC(C)(C)N1O.CC1(C)CCCC(C)(C)N1O.CC1(C)CCCC(C)(C)N1O.CC1(C)CCCC(C)(C)N1O.CC(C)O.CC(C)O
Energy relative to the best compared isomer or geometry (same formula, charge and spin) (kcal per mole): 238.12
Net charge: 0